(1)
{
  "formula": "C21H17N2O6Pt",
  "method": "ωB97M-V/def2-TZVPD",
  "total_energy_ev": -40564.7200,
  "charge": -1,
  "multiplicity": 1,
  "e_lumo_ev": [1.463, 1.699],
  "relative_energy_kcal_mol": 20.95,
  "homo_energy_ev": [-4.10, -4.09],
  "species": ["Pt", "O", "C", "C", "C", "C", "C", "C", "C", "C", "N", "H", "H", "H", "H", "H", "H", "H", "H", "H", "H", "H", "O", "C", "C", "O", "C", "C", "O", "C", "O", "O", "C", "C", "C", "C", "C", "C", "C", "C", "N", "H", "H", "H", "H", "H", "H"],
  "xyz": [[0.5677, -0.1292, 0.6217], [-0.9612, 2.2360, 0.0290], [-0.5081, 2.5403, -1.2787], [0.7471, 3.3933, -1.1912], [1.9273, 2.7043, -0.4801], [2.4964, 1.5585, -1.2769], [3.3962, 1.7929, -2.3117], [3.8791, 0.7319, -3.0571], [3.4621, -0.5529, -2.7473], [2.5734, -0.7227, -1.7020], [2.1016, 0.3080, -0.9879], [-1.5587, 1.4652, -0.0452], [-1.2782, 3.0967, -1.8197], [-0.3091, 1.6220, -1.8414], [0.4962, 4.3033, -0.6375], [1.0411, 3.6831, -2.2036], [1.5851, 2.3362, 0.4854], [2.7167, 3.4373, -0.3010], [3.7157, 2.8089, -2.5149], [4.5716, 0.9058, -3.8728], [3.8109, -1.4107, -3.3068], [2.2012, -1.7016, -1.4115], [-2.8291, -4.3409, -2.6849], [-2.1973, -3.5162, -2.0720], [-2.6473, -2.1153, -1.7244], [-3.6783, -1.5806, -2.0821], [-1.5797, -1.5449, -0.8978], [-0.5106, -2.4692, -0.7658], [0.5695, -2.2403, -0.1026], [-0.8074, -3.6968, -1.5046], [-0.0881, -4.6673, -1.6588], [-1.5651, -0.3868, -0.3690], [-0.0329, -0.2253, 2.5635], [1.0103, 0.7000, 3.0231], [2.2922, 0.2485, 3.3490], [3.2869, 1.1278, 3.7365], [3.0243, 2.4942, 3.8082], [1.7539, 2.9616, 3.4826], [0.7656, 2.0738, 3.0950], [4.0557, 3.4138, 4.2309], [4.8761, 4.1441, 4.5685], [-1.0522, 0.1377, 2.6848], [0.0741, -1.2535, 2.9038], [2.4992, -0.8141, 3.2929], [4.2760, 0.7661, 3.9898], [1.5488, 4.0234, 3.5363], [-0.2202, 2.4389, 2.8280]],
  "atomic_forces_ev_per_a": [[1.3, 0.4, 0.4], [-0.2, 0.0, 0.0], [0.1, 0.0, 0.0], [0.0, -0.1, 0.2], [-0.1, -0.1, -0.3], [0.0, -0.1, 0.1], [0.1, 0.0, 0.0], [0.0, 0.0, 0.0], [0.1, 0.0, 0.0], [0.0, 0.0, 0.0], [-0.6, 0.0, -0.4], [0.2, 0.0, 0.0], [0.0, 0.0, -0.1], [0.0, -0.1, 0.0], [0.1, 0.0, -0.1], [0.0, 0.1, 0.0], [0.0, 0.0, 0.1], [0.0, 0.0, 0.0], [0.0, -0.1, 0.0], [0.0, 0.0, 0.0], [0.0, 0.0, 0.0], [0.0, 0.1, 0.0], [-0.1, -0.1, -0.1], [0.1, 0.0, 0.1], [0.1, 0.0, 0.0], [-0.1, 0.0, 0.0], [0.3, 0.0, 0.1], [-0.1, 0.0, 0.1], [-0.1, 0.0, 0.1], [0.1, 0.1, 0.1], [0.0, -0.1, 0.0], [-0.2, 0.2, -0.1], [-0.6, -0.6, -0.7], [-0.3, -0.2, 0.1], [0.4, -0.1, 0.0], [0.1, -0.2, 0.0], [0.1, 0.1, 0.1], [-0.1, 0.1, -0.1], [-0.1, 0.4, -0.1], [-0.4, -0.3, -0.2], [0.1, 0.1, 0.0], [0.0, 0.0, 0.1], [0.0, 0.0, 0.2], [0.0, 0.0, 0.0], [0.0, 0.0, 0.0], [0.0, 0.0, 0.0], [0.1, 0.0, 0.0]],
  "mulliken_charge": [1.778, -0.493, -0.507, -0.839, 0.408, 0.597, -0.866, -0.306, -0.753, -0.417, -0.289, 0.412, 0.399, 0.252, 0.413, 0.381, -1.072, 0.529, 0.434, 0.398, 0.412, 0.581, -0.630, 0.508, 0.004, -0.688, 0.428, 0.995, -1.074, 0.045, -0.696, -0.946, -1.395, 0.154, -0.173, -0.714, 0.578, -0.585, -0.114, -0.021, -0.540, 0.351, 0.507, 0.404, 0.444, 0.443, 0.264]
}

(2)
{
  "formula": "C21H17N3O3",
  "method": "ωB97M-V/def2-TZVPD",
  "total_energy_ev": -32663.0291,
  "multiplicity": 1,
  "e_lumo_ev": -0.424,
  "relative_energy_kcal_mol": 92.79,
  "homo_energy_ev": -8.29,
  "species": ["C", "C", "C", "C", "C", "C", "C", "H", "H", "C", "N", "O", "C", "C", "C", "C", "C", "C", "N", "C", "O", "O", "C", "C", "N", "C", "C", "C", "C", "H", "H", "H", "H", "H", "H", "H", "H", "H", "H", "H", "H", "H", "H", "H"],
  "xyz": [[6.4605, 0.2039, 0.4299], [4.9950, -0.0009, 0.2005], [4.4588, 0.0745, -1.0798], [3.1122, -0.1314, -1.3014], [2.2616, -0.4284, -0.2375], [2.7951, -0.5085, 1.0481], [4.1420, -0.2938, 1.2581], [4.5388, -0.3539, 2.2616], [2.1520, -0.7339, 1.8844], [0.8233, -0.6138, -0.4675], [0.1758, -1.6064, 0.1369], [0.7483, -2.4416, 0.8780], [-1.2103, -1.7398, -0.0482], [-1.8895, -2.7851, 0.5778], [-3.2527, -2.9014, 0.4375], [-3.9539, -1.9727, -0.3284], [-3.2971, -0.9409, -0.9590], [-1.9124, -0.8141, -0.8274], [-1.2152, 0.1932, -1.4401], [0.1544, 0.3664, -1.3067], [0.7054, 1.3164, -1.8300], [-1.9467, 1.1975, -2.0558], [-1.9188, 2.4338, -1.3261], [-1.8278, 2.1844, 0.1585], [-2.8900, 1.6270, 0.7266], [-2.8209, 1.2846, 1.9996], [-1.6864, 1.4666, 2.7760], [-0.5787, 2.0559, 2.1872], [-0.6469, 2.4258, 0.8536], [0.1988, 2.8724, 0.3543], [0.3282, 2.2165, 2.7513], [-1.6707, 1.1548, 3.8083], [-3.7164, 0.8338, 2.4062], [-2.8616, 2.9179, -1.5880], [-1.0692, 3.0348, -1.6659], [-3.8290, -0.2150, -1.5510], [-5.0243, -2.0616, -0.4314], [-3.7771, -3.7092, 0.9228], [-1.3088, -3.4786, 1.1662], [2.7151, -0.0676, -2.3017], [5.1063, 0.2989, -1.9152], [6.6499, 0.5708, 1.4360], [6.8708, 0.9095, -0.2890], [6.9893, -0.7426, 0.3112]],
  "atomic_forces_ev_per_a": [[0.0, -0.1, 0.0], [-0.1, 0.0, 0.0], [0.1, 0.0, 0.1], [-0.1, -0.1, 0.1], [0.2, -0.1, 0.1], [-0.1, 0.0, -0.1], [0.1, 0.1, 0.0], [0.0, 0.0, 0.1], [0.0, -0.1, 0.0], [0.5, -0.2, 0.2], [0.4, 0.5, -0.3], [0.1, -0.2, 0.2], [-1.0, 0.0, -0.2], [0.1, 0.0, 0.0], [0.1, 0.0, 0.1], [0.1, 0.1, -0.1], [0.0, 0.0, -0.1], [-0.1, -0.4, 0.2], [0.2, 0.5, -0.1], [-0.8, 0.3, -0.4], [0.1, 0.0, 0.1], [0.2, -0.9, -0.2], [0.2, 0.5, 0.4], [0.3, 0.1, -0.1], [-0.4, 0.1, -0.3], [0.0, -0.1, 0.3], [0.1, 0.0, -0.1], [-0.1, 0.0, 0.0], [-0.2, 0.0, 0.0], [0.1, 0.0, -0.1], [0.1, 0.0, 0.1], [0.0, 0.0, 0.1], [0.0, -0.1, 0.1], [0.1, -0.1, 0.0], [-0.2, -0.1, 0.0], [0.0, 0.0, 0.0], [-0.1, 0.0, 0.0], [0.0, -0.1, 0.1], [0.0, 0.0, 0.0], [0.0, 0.0, -0.1], [0.1, 0.0, -0.1], [0.1, 0.0, 0.0], [0.1, 0.0, 0.0], [0.1, 0.0, 0.0]],
  "mulliken_charge": [-1.444, 1.044, -0.879, -0.361, 0.411, -0.469, -0.899, 0.348, 0.474, 0.448, 1.068, -0.787, 0.027, -0.908, -0.546, -0.651, -0.407, 0.500, 0.370, -0.096, -0.675, -0.451, -0.708, 0.879, -0.472, -0.308, -0.521, -0.344, -0.592, 0.346, 0.459, 0.402, 0.429, 0.381, 0.295, 0.461, 0.416, 0.418, 0.503, 0.453, 0.372, 0.369, 0.376, 0.270]
}

(3)
{
  "formula": "C21H18AgBrN6O2SSe",
  "method": "ωB97M-V/def2-TZVPD",
  "total_energy_ev": -185328.1399,
  "multiplicity": 1,
  "e_lumo_ev": -0.501,
  "homo_energy_ev": -7.99,
  "species": ["Ag", "C", "C", "N", "N", "C", "N", "S", "C", "C", "C", "C", "C", "N", "H", "H", "H", "H", "H", "H", "H", "H", "H", "H", "Se", "N", "C", "C", "C", "C", "C", "C", "N", "H", "H", "H", "H", "Br", "C", "C", "C", "C", "C", "C", "C", "O", "O", "H", "H", "H", "H"],
  "xyz": [[-1.0417, 0.1572, 0.4573], [1.0364, -3.9567, 1.5368], [0.4830, -2.5626, 1.5720], [-0.7111, -2.2205, 1.3016], [-1.6358, -3.1189, 0.9040], [-2.8815, -2.6851, 0.5470], [-3.6793, -3.6819, 0.0959], [-3.4331, -1.1228, 0.6897], [1.4127, -1.4246, 1.8773], [2.7832, -1.6280, 1.9453], [3.6098, -0.5361, 2.1714], [3.0425, 0.7130, 2.3277], [1.6605, 0.8194, 2.2410], [0.8635, -0.2163, 2.0265], [0.2595, -4.7188, 1.5456], [1.6689, -4.1393, 2.4048], [1.6478, -4.1033, 0.6440], [-1.3717, -4.0765, 0.7135], [-3.2910, -4.5567, -0.2133], [-4.5623, -3.4026, -0.2951], [3.2053, -2.6120, 1.8052], [4.6831, -0.6662, 2.2140], [3.6470, 1.5925, 2.4953], [1.1701, 1.7819, 2.3343], [-0.4889, 3.4054, -0.5178], [-1.4937, 2.4514, 0.6039], [-2.5794, 3.1585, 0.8632], [-3.6488, 2.7219, 1.7118], [-4.7049, 3.5464, 1.8897], [-4.7730, 4.8386, 1.2580], [-3.7837, 5.2897, 0.4559], [-2.6419, 4.4509, 0.2299], [-1.6112, 4.7709, -0.5335], [-3.5879, 1.7495, 2.1814], [-5.5255, 3.2346, 2.5223], [-5.6423, 5.4570, 1.4383], [-3.8256, 6.2588, -0.0203], [5.2676, 1.6830, -4.1101], [3.8716, 0.4270, -3.8286], [3.7959, -0.6911, -4.6429], [2.7698, -1.6016, -4.4299], [1.8424, -1.3925, -3.4205], [1.9336, -0.2682, -2.6113], [2.9561, 0.6506, -2.8167], [0.9335, -0.0226, -1.4989], [1.0747, 1.0155, -0.8098], [0.0261, -0.8816, -1.3421], [4.5232, -0.8436, -5.4280], [2.6985, -2.4770, -5.0629], [1.0307, -2.0853, -3.2453], [3.0168, 1.5189, -2.1776]],
  "atomic_forces_ev_per_a": [[-0.5, 0.0, 0.3], [0.0, 0.0, 0.0], [0.0, 0.2, 0.0], [0.1, -0.1, 0.0], [0.0, 0.1, 0.0], [0.1, -0.1, 0.1], [-0.1, 0.1, 0.0], [0.0, -0.1, 0.0], [-0.2, -0.2, 0.0], [0.0, 0.1, 0.0], [0.0, 0.0, 0.0], [0.0, 0.0, 0.0], [0.0, 0.0, 0.0], [0.1, 0.0, 0.1], [0.0, 0.0, 0.0], [0.0, 0.0, 0.0], [0.0, 0.0, 0.0], [0.0, 0.1, 0.0], [0.0, 0.0, 0.0], [0.0, 0.0, 0.0], [0.0, 0.0, 0.0], [0.0, 0.0, 0.0], [0.0, 0.0, 0.0], [0.0, 0.0, 0.0], [0.1, 0.0, 0.0], [0.1, 0.0, -0.2], [0.0, -0.1, 0.1], [0.1, 0.0, -0.1], [0.0, 0.1, 0.0], [0.0, -0.1, 0.1], [0.1, 0.0, 0.0], [0.0, 0.2, 0.0], [-0.1, -0.1, 0.1], [0.0, 0.0, 0.0], [0.0, 0.0, 0.0], [0.0, 0.0, 0.0], [0.0, 0.0, 0.0], [0.0, 0.0, 0.0], [0.0, 0.0, 0.0], [0.0, 0.0, 0.0], [0.0, 0.0, 0.0], [0.0, 0.0, 0.0], [0.1, 0.1, 0.1], [0.0, -0.1, 0.0], [-0.1, -0.1, -0.1], [0.0, 0.1, -0.1], [0.2, 0.0, -0.1], [0.0, 0.0, 0.0], [0.0, 0.0, 0.0], [0.0, 0.0, 0.0], [0.0, 0.0, 0.0]],
  "mulliken_charge": [0.330, -1.866, 0.432, 0.135, -0.257, 0.413, -0.427, -0.400, 0.987, -0.570, -0.603, -0.564, -0.221, -0.227, 0.508, 0.430, 0.339, 0.199, 0.182, 0.229, 0.319, 0.414, 0.420, 0.395, 0.410, -0.330, 0.684, -0.551, -0.648, -0.446, -0.617, 0.856, -0.827, 0.432, 0.383, 0.374, 0.429, -0.218, -0.042, -0.383, -0.556, -0.436, 0.191, -0.264, 0.777, -0.588, -0.908, 0.403, 0.386, 0.397, 0.499]
}